{
  "formula": "C2H2Cl2O2",
  "method": "ωB97M-V/def2-TZVPD",
  "relative_energy_kcal_mol": 146.9,
  "charge": 0,
  "homo_energy_ev": [-10.88, -8.74],
  "orbital_gap_ev": [9.8, 7.8],
  "lumo_ev": [-1.0, -0.9],
  "elements": ["C", "C", "O", "O", "Cl", "Cl", "H", "H"],
  "xyz": [[0.4219, 0.1894, 0.1491], [-1.0540, 0.2678, 0.3754], [0.7630, -0.5879, -1.0461], [1.9617, -1.1677, -1.0271], [-1.8899, -1.0994, 0.8982], [-1.9484, 1.4966, -0.3633], [0.8319, 1.1981, 0.0160], [0.9140, -0.2969, 0.9978]],
  "atomic_forces_ev_per_a": [[0.39, 0.11, 0.59], [0.85, -0.16, -0.47], [0.37, -0.54, -0.50], [-1.24, 0.84, 0.52], [-0.10, -0.26, 0.14], [-0.11, 0.21, -0.10], [-0.09, -0.24, -0.03], [-0.08, 0.03, -0.15]]
}

{
  "formula": "C2H2Cl2P2",
  "method": "ωB97M-V/def2-TZVPD",
  "relative_energy_kcal_mol": 5.1,
  "charge": 0,
  "homo_energy_ev": [-8.70, -8.69],
  "orbital_gap_ev": [7.2, 7.2],
  "lumo_ev": [-1.5, -1.5],
  "elements": ["H", "P", "C", "Cl", "C", "P", "Cl", "H"],
  "xyz": [[-4.3101, -0.2877, -0.0613], [-3.3178, -1.1122, -0.4238], [-2.0380, 0.0331, -0.4955], [-2.3422, 1.7430, -0.2963], [-0.7284, -0.3886, -0.5757], [0.7576, -0.9005, -0.3837], [3.7156, 1.4423, -0.5479], [3.4160, 1.6506, 0.6940]],
  "atomic_forces_ev_per_a": [[-1.32, 1.44, 0.31], [2.33, -0.95, -0.53], [-2.46, -0.26, 0.32], [0.28, -0.03, -0.05], [3.47, -1.02, 0.51], [-2.31, 0.80, -0.57], [-0.10, 0.08, 0.45], [0.11, -0.06, -0.45]]
}

{
  "formula": "C2H2Cl3F",
  "method": "ωB97M-V/def2-TZVPD",
  "relative_energy_kcal_mol": 83.3,
  "charge": 0,
  "homo_energy_ev": [-8.71, -8.58],
  "orbital_gap_ev": [8.5, 8.5],
  "lumo_ev": [-0.2, -0.1],
  "elements": ["C", "C", "F", "Cl", "Cl", "Cl", "H", "H"],
  "xyz": [[0.5978, 1.1046, -0.8209], [-1.5078, 0.3117, 0.2347], [0.1142, 1.6141, -1.9767], [1.3347, 2.3232, 0.0636], [-1.7046, 2.0019, 0.8280], [-2.4903, -0.1471, -1.0659], [1.1105, 0.2288, -1.0000], [-1.1148, -0.3826, 0.8482]],
  "atomic_forces_ev_per_a": [[-2.66, 0.83, -0.38], [0.96, 5.04, -2.79], [-0.19, -0.33, 0.19], [0.44, 0.21, 0.68], [-0.62, -1.79, 0.04], [-0.03, -0.09, 0.18], [1.24, -1.77, -0.11], [0.87, -2.10, 2.20]]
}

{
  "formula": "C2H2Cl3NO",
  "method": "ωB97M-V/def2-TZVPD",
  "relative_energy_kcal_mol": 24.2,
  "charge": 0,
  "spin_multiplicity": 3,
  "homo_energy_ev": [-8.89, -9.53],
  "orbital_gap_ev": [9.5, 6.7],
  "lumo_ev": [0.6, -2.8],
  "elements": ["C", "C", "N", "O", "Cl", "Cl", "Cl", "H", "H"],
  "xyz": [[0.7628, -0.3985, -0.6035], [1.2476, -0.3908, 0.6348], [-1.9987, 0.9806, 0.3911], [-1.3491, 1.9391, 0.4852], [0.1307, -1.8362, -1.3449], [-2.4258, 0.3584, -1.1865], [1.4916, -1.7452, 1.5985], [0.6281, 0.5828, -1.1730], [1.5126, 0.5099, 1.1983]],
  "atomic_forces_ev_per_a": [[-0.40, 1.31, -0.29], [-0.01, 1.07, -0.27], [-1.57, -2.26, -0.28], [1.81, 2.70, 0.69], [0.50, 0.37, 0.01], [-0.46, -0.28, -0.38], [0.01, -1.10, 0.50], [0.21, -1.72, 0.82], [-0.09, -0.08, -0.81]]
}

{
  "formula": "C2H2Cl3P",
  "method": "ωB97M-V/def2-TZVPD",
  "relative_energy_kcal_mol": 160.9,
  "charge": 0,
  "homo_energy_ev": -8.04,
  "orbital_gap_ev": 7.5,
  "lumo_ev": -0.6,
  "elements": ["C", "C", "P", "Cl", "Cl", "Cl", "H", "H"],
  "xyz": [[-0.0297, 0.9802, 0.2926], [0.9899, -1.4550, -0.9415], [-1.5727, 1.0256, 1.1846], [1.7753, -2.2660, 0.2640], [-2.1572, -0.8729, 1.0399], [-1.3575, 1.6216, -0.8479], [0.6053, 1.8360, 0.5184], [1.7466, -0.8695, -1.5103]],
  "atomic_forces_ev_per_a": [[0.55, -0.59, 0.71], [-1.08, 0.62, -1.20], [0.83, 0.44, 0.08], [0.74, -0.35, 0.81], [-0.42, -0.75, 0.01], [-0.55, 0.40, -0.92], [-0.13, 0.28, 0.01], [0.06, -0.05, 0.51]]
}

{
  "formula": "C2H2Cl3P",
  "method": "ωB97M-V/def2-TZVPD",
  "relative_energy_kcal_mol": 10.1,
  "charge": 0,
  "homo_energy_ev": -10.00,
  "orbital_gap_ev": 10.1,
  "lumo_ev": 0.1,
  "elements": ["C", "C", "Cl", "P", "Cl", "Cl", "H", "H"],
  "xyz": [[0.1170, 0.1907, 0.2705], [0.2805, 0.7669, 1.4550], [0.0157, 2.4388, 1.6998], [0.7135, -0.1954, 2.8901], [-0.6370, 0.5773, 4.1229], [2.5096, 0.8729, 3.3684], [-0.1535, 0.5296, -0.6775], [0.2710, -0.9702, 0.1134]],
  "atomic_forces_ev_per_a": [[0.79, -4.03, 0.60], [-0.36, 0.24, -1.27], [-0.07, 0.78, -0.35], [1.76, -0.67, 0.00], [-0.61, 0.28, 1.02], [-0.93, -0.51, -0.07], [-0.48, 1.63, -0.99], [-0.10, 2.27, 1.06]]
}

{
  "formula": "C2H2ClF",
  "method": "ωB97M-V/def2-TZVPD",
  "relative_energy_kcal_mol": 75.6,
  "charge": 0,
  "homo_energy_ev": -10.79,
  "orbital_gap_ev": 10.0,
  "lumo_ev": -0.8,
  "elements": ["C", "C", "F", "Cl", "H", "H"],
  "xyz": [[0.7723, 0.1957, 0.0034], [-0.4893, 0.2895, -0.0564], [-0.9624, -1.7653, -0.0041], [-1.9019, 1.0296, 0.0091], [1.3362, 1.1330, -0.0495], [1.2451, -0.8825, 0.0975]],
  "atomic_forces_ev_per_a": [[2.70, -1.62, 0.10], [-1.78, -4.09, 0.33], [0.53, 3.20, -0.06], [-0.56, 0.39, -0.15], [0.12, -0.44, 0.11], [-1.01, 2.56, -0.32]]
}

{
  "formula": "C2H2ClF2P",
  "method": "ωB97M-V/def2-TZVPD",
  "relative_energy_kcal_mol": 84.3,
  "charge": 0,
  "homo_energy_ev": [-8.19, -8.16],
  "orbital_gap_ev": [7.5, 7.4],
  "lumo_ev": [-0.7, -0.7],
  "elements": ["F", "C", "F", "P", "C", "Cl", "H", "H"],
  "xyz": [[-1.5569, 1.1383, -0.4534], [-1.4710, 0.0876, 0.3973], [-2.5035, -0.7624, 0.2594], [0.6175, -0.2640, -0.2703], [2.2535, -0.4112, -0.4484], [3.5044, -0.8087, 0.5079], [-1.2113, 0.5154, 1.3765], [0.3674, 0.5050, -1.3690]],
  "atomic_forces_ev_per_a": [[-1.04, -0.23, -0.15], [2.76, 0.52, 0.16], [0.99, 0.70, 0.21], [-0.75, -0.51, -0.44], [-1.43, 0.69, -0.03], [1.19, -0.76, 0.93], [-1.34, -0.64, 0.14], [-0.37, 0.23, -0.81]]
}

{
  "formula": "C2H2ClF3",
  "method": "ωB97M-V/def2-TZVPD",
  "relative_energy_kcal_mol": 117.1,
  "charge": 0,
  "homo_energy_ev": [-8.60, -10.03],
  "orbital_gap_ev": [7.3, 10.4],
  "lumo_ev": [-1.3, 0.4],
  "elements": ["C", "C", "F", "F", "F", "Cl", "H", "H"],
  "xyz": [[-0.3661, 1.1277, 1.3823], [0.5453, -0.9121, -1.0419], [-1.5317, 0.7018, 0.9671], [0.7381, 0.1475, -1.8854], [1.4794, -1.7870, -1.3177], [-1.1715, -1.4524, -1.2121], [0.2540, 1.5186, 0.6967], [0.0524, 0.6560, 2.4110]],
  "atomic_forces_ev_per_a": [[0.19, -2.36, 5.25], [-1.04, 1.09, -1.79], [-0.86, -0.22, -0.16], [-0.15, -0.81, 1.17], [-0.36, -0.32, 0.38], [1.53, 0.04, 0.27], [1.97, 1.41, -2.45], [-1.28, 1.17, -2.66]]
}

{
  "formula": "C2H2ClF3N2",
  "method": "ωB97M-V/def2-TZVPD",
  "relative_energy_kcal_mol": 22.9,
  "charge": 0,
  "homo_energy_ev": [-8.72, -8.72],
  "orbital_gap_ev": [8.9, 8.9],
  "lumo_ev": [0.2, 0.2],
  "elements": ["C", "C", "N", "N", "F", "F", "F", "Cl", "H", "H"],
  "xyz": [[-0.2059, 1.3362, 0.3518], [-0.7610, -1.3623, -0.1884], [2.0357, 0.9889, -0.2900], [0.9741, 1.4621, 0.0812], [-1.6528, -1.0851, 0.7444], [-0.8502, -2.6030, -0.4986], [-1.2048, -0.6508, -1.2465], [-1.5916, 2.0883, 0.5473], [0.3812, -1.2146, 0.0667], [2.8753, 1.0404, 0.4322]],
  "atomic_forces_ev_per_a": [[3.61, -0.21, -0.23], [1.99, 1.76, -0.20], [4.05, -0.23, 0.19], [-3.25, -0.97, 1.55], [0.03, -0.06, 1.43], [-0.44, -2.93, -0.61], [0.75, 0.22, -0.51], [-1.87, 1.46, 0.06], [-2.38, 0.66, -0.23], [-2.50, 0.29, -1.45]]
}

{
  "formula": "C2H2ClFO",
  "method": "ωB97M-V/def2-TZVPD",
  "relative_energy_kcal_mol": 82.6,
  "charge": 0,
  "homo_energy_ev": [-9.68, -8.60],
  "orbital_gap_ev": [9.7, 8.1],
  "lumo_ev": [0.0, -0.5],
  "elements": ["C", "C", "O", "F", "Cl", "H", "H"],
  "xyz": [[1.2087, -0.1107, 0.2288], [-1.0726, 0.3263, 0.2195], [0.0740, 0.3816, 0.9760], [-1.2081, 1.2452, -0.7431], [-1.7913, -1.1638, -0.2227], [1.2677, -1.1842, 0.1399], [1.5216, 0.5055, -0.5984]],
  "atomic_forces_ev_per_a": [[-1.30, 0.35, 0.36], [0.24, 0.47, 0.88], [0.27, -0.59, -1.58], [0.46, -0.07, 0.11], [0.21, -0.27, -0.02], [0.04, -0.14, 0.23], [0.09, 0.25, 0.02]]
}

{
  "formula": "C2H2ClFO2",
  "method": "ωB97M-V/def2-TZVPD",
  "relative_energy_kcal_mol": 31.1,
  "charge": 0,
  "homo_energy_ev": -11.33,
  "orbital_gap_ev": 11.3,
  "lumo_ev": 0.0,
  "elements": ["O", "C", "Cl", "C", "O", "F", "H", "H"],
  "xyz": [[-0.7633, -0.7862, -1.7979], [0.0004, -0.4081, -0.9625], [1.6863, -0.2327, -1.3745], [-0.4734, -0.1523, 0.5055], [-0.0725, 1.4232, 0.9147], [0.1978, -0.9932, 1.3221], [-1.4672, -0.2577, 0.6308], [0.8919, 1.4070, 0.7618]],
  "atomic_forces_ev_per_a": [[0.27, 0.39, 0.72], [-1.42, -0.45, -0.30], [0.19, 0.24, 0.56], [5.67, 3.98, 0.01], [-0.86, -4.52, -1.28], [-0.11, 0.28, -0.05], [-3.33, 0.01, 0.26], [-0.40, 0.07, 0.09]]
}